No. 1
This record from the OMol25 dataset describes a 9-piece molecular cluster, C55H53ClFN9O20P overall in a non-equilibrium geometry. The level of theory is wB97M-V/def2-TZVPD.

Gap between HOMO and LUMO: 6.692 eV
Lowest unoccupied orbital energy: 0.19 eV
Total charge: -1

Positions of all 140 atoms, in Å:
C1 5.78175 1.75641 -3.46610
C2 5.94262 0.52709 -2.56803
O1 4.68810 0.11344 -2.04548
C3 4.21312 -1.11524 -2.58621
C4 2.90664 -1.47163 -1.89901
O2 1.85190 -0.83900 -2.58328
P1 0.29200 -1.05170 -1.94885
Cl1 0.15751 -3.07582 -2.92518
C5 0.36062 0.62938 -1.04192
C6 -0.32825 1.76538 -1.67583
O3 0.11624 2.81817 -1.99053
F1 -1.66163 1.54638 -1.87119
O4 -0.38819 -0.33911 -3.47594
C7 0.33133 -0.06835 -4.51669
N1 0.72938 0.30806 -5.53503
H1 4.96566 2.36567 -3.08377
H2 5.60449 1.47695 -4.50383
H3 6.70727 2.33639 -3.43684
H4 6.40581 -0.30182 -3.10675
H5 6.55631 0.81012 -1.70740
H6 4.01526 -0.99757 -3.65692
H7 4.93567 -1.92154 -2.41634
H8 2.77843 -2.55941 -1.94367
H9 2.98566 -1.13026 -0.86140
H10 -1.04588 -1.25297 -1.51512
H11 0.75882 -1.72061 -0.82408
H12 -0.11787 0.44772 -0.07353
H13 1.39297 0.90586 -0.83865
C8 -3.26767 -2.06610 -5.57688
C9 -2.77710 -3.21125 -4.97464
C10 -3.40599 -4.42763 -5.19144
C11 -4.51721 -4.45989 -6.01891
C12 -5.01940 -3.32082 -6.63181
C13 -4.37963 -2.11587 -6.40160
N2 -5.17985 -5.74764 -6.27106
O5 -4.74172 -6.73559 -5.71306
O6 -6.13559 -5.76008 -7.02522
H14 -2.76494 -1.12273 -5.40834
H15 -1.89661 -3.12193 -4.35518
H16 -3.03384 -5.32933 -4.72944
H17 -5.88222 -3.37642 -7.27751
H18 -4.74917 -1.21566 -6.86352
C14 -0.98417 3.99779 -7.85174
C15 -0.65466 2.78912 -7.24941
C16 -1.37578 1.64453 -7.54811
C17 -2.42153 1.73523 -8.45106
C18 -2.77233 2.92704 -9.05778
C19 -2.04262 4.06361 -8.75197
N3 -3.17712 0.51509 -8.77842
O7 -2.84542 -0.50105 -8.20604
O8 -4.08373 0.59310 -9.58814
H19 -0.41203 4.88995 -7.61661
H20 0.16686 2.73413 -6.54772
H21 -1.12126 0.70203 -7.08419
H22 -3.59558 2.96663 -9.75512
H23 -2.30027 5.00565 -9.21770
C20 2.96385 -6.63680 1.69046
C21 3.70702 -5.74030 2.44794
C22 4.51374 -4.80503 1.82174
C23 4.55801 -4.78784 0.44041
C24 3.82822 -5.66993 -0.33230
C25 3.02524 -6.60211 0.30436
N4 5.40088 -3.78700 -0.23302
O9 6.04094 -3.02387 0.46131
O10 5.39857 -3.78127 -1.44759
H24 2.32964 -7.36103 2.18358
H25 3.65374 -5.76610 3.52768
H26 5.09555 -4.10109 2.39752
H27 3.88002 -5.62869 -1.40976
H28 2.44338 -7.29761 -0.28416
C26 -1.42311 -4.82485 3.89721
C27 -0.84983 -3.96333 4.82507
C28 -0.01597 -2.94433 4.39715
C29 0.22789 -2.80848 3.04422
C30 -0.32626 -3.65672 2.10323
C31 -1.16001 -4.67332 2.54118
N5 1.09463 -1.71373 2.57610
O11 1.58070 -0.96971 3.40536
O12 1.25211 -1.62634 1.37588
H29 -2.07970 -5.61645 4.23444
H30 -1.05544 -4.08125 5.87244
H31 0.43334 -2.26719 5.10821
H32 -0.11653 -3.52560 1.05028
H33 -1.60616 -5.34443 1.82002
C32 -1.55859 -1.61187 12.02639
C33 -0.63353 -1.17754 11.08675
C34 -0.38159 -1.93301 9.95472
C35 -1.07138 -3.11777 9.78282
C36 -1.99330 -3.57428 10.70548
C37 -2.23383 -2.81088 11.83654
N6 -0.82193 -3.90802 8.56760
O13 0.00866 -3.48771 7.78550
O14 -1.46276 -4.92751 8.40751
H34 -1.75392 -1.01200 12.90558
H35 -0.10873 -0.24356 11.23439
H36 0.33447 -1.60285 9.21765
H37 -2.51550 -4.50524 10.54487
H38 -2.95332 -3.15020 12.56848
C38 -5.28901 2.52470 -0.48554
C39 -4.24578 1.73020 -0.02936
C40 -4.30599 1.17228 1.23849
C41 -5.41629 1.42227 2.02380
C42 -6.46275 2.21439 1.58892
C43 -6.39283 2.76859 0.32207
N7 -5.49535 0.82050 3.36536
O15 -4.55851 0.14624 3.74108
O16 -6.49623 1.03476 4.02366
H39 -5.23928 2.95434 -1.47719
H40 -3.39090 1.54532 -0.66178
H41 -3.50105 0.55297 1.60478
H42 -7.31539 2.39454 2.22552
H43 -7.20229 3.38982 -0.03622
C44 4.50694 8.20752 -9.16061
C45 4.90869 7.11308 -8.40642
C46 3.99271 6.44065 -7.61404
C47 2.68356 6.88149 -7.59731
C48 2.26216 7.97078 -8.33521
C49 3.18696 8.63723 -9.12229
N8 1.70489 6.15603 -6.77174
O17 2.10123 5.21414 -6.12455
O18 0.54579 6.53506 -6.79836
H44 5.22485 8.72673 -9.78158
H45 5.93652 6.77965 -8.43636
H46 4.29154 5.58795 -7.02296
H47 1.23258 8.29266 -8.29792
H48 2.87593 9.49091 -9.70827
C50 1.38432 4.71642 9.87250
C51 2.20345 3.97812 10.71658
C52 1.64894 3.21500 11.73076
C53 0.27440 3.20566 11.87655
C54 -0.55940 3.93724 11.05198
C55 0.00633 4.69837 10.04250
N9 -0.32307 2.37612 12.93609
O19 0.42950 1.74771 13.65473
O20 -1.53453 2.35316 13.02054
H49 1.82118 5.30578 9.07772
H50 3.27594 3.99330 10.58264
H51 2.27502 2.63588 12.39240
H52 -1.62945 3.91144 11.19096
H53 -0.62970 5.27400 9.38499

Atomic forces in eV per Å
C 0.4 -0.3 0.0
C -0.5 0.4 0.2
O 0.2 -0.2 0.0
C -0.3 0.2 0.1
C 0.4 0.0 -0.5
O -0.7 0.1 -0.2
P 0.4 0.5 0.9
Cl 0.1 -0.4 -0.1
C -0.1 -0.4 0.2
C 0.6 0.4 0.0
O -0.1 0.1 -0.2
F -0.2 -0.1 0.1
O 1.2 0.1 -0.7
C -1.5 0.1 0.9
N 0.5 -0.2 -0.1
H 0.0 0.0 -0.1
H -0.3 0.1 0.0
H 0.0 0.1 -0.1
H 0.2 0.0 0.1
H 0.1 -0.2 0.0
H 0.1 -0.1 -0.1
H 0.0 0.3 -0.1
H -0.1 0.0 0.1
H -0.1 -0.1 0.1
H -0.1 0.1 -0.7
H 0.2 -0.2 0.2
H -0.1 -0.1 -0.1
H 0.0 0.1 -0.2
C 0.0 0.2 0.0
C 0.0 0.1 0.0
C 0.1 0.0 0.0
C 0.1 0.1 0.0
C 0.0 0.0 0.0
C -0.2 -0.1 0.1
N 0.0 0.0 0.0
O 0.0 0.0 0.0
O 0.0 0.0 0.0
H 0.0 0.0 0.0
H 0.0 -0.2 0.1
H -0.1 -0.1 0.0
H 0.0 -0.1 0.0
H -0.1 0.0 -0.1
C 0.0 -0.1 -0.1
C 0.0 0.2 0.0
C 0.0 -0.1 0.0
C 0.1 0.1 0.0
C -0.1 0.2 -0.1
C 0.1 0.0 0.0
N 0.2 0.2 0.2
O -0.1 -0.1 -0.3
O 0.0 0.0 0.0
H -0.3 -0.2 0.0
H 0.0 -0.1 0.0
H 0.0 0.0 0.0
H 0.0 -0.1 0.0
H 0.0 0.0 0.0
C 0.0 0.0 0.0
C -0.1 -0.1 -0.1
C 0.0 0.0 0.2
C -0.1 0.0 0.0
C -0.1 -0.1 -0.1
C 0.0 0.0 0.1
N 0.0 0.1 0.0
O 0.0 0.0 0.0
O 0.2 -0.2 0.1
H 0.0 0.0 0.0
H 0.0 0.0 0.0
H 0.0 0.1 -0.1
H 0.0 0.1 0.0
H 0.0 0.0 0.0
C 0.0 0.1 0.0
C -0.1 -0.1 -0.3
C 0.0 0.0 0.2
C -0.1 -0.1 0.1
C 0.0 -0.1 -0.2
C 0.0 0.0 0.1
N -0.1 -0.1 -0.1
O 0.0 0.0 0.0
O 0.3 0.2 0.2
H 0.0 0.0 0.0
H 0.0 -0.1 0.1
H 0.0 0.0 -0.1
H 0.0 0.1 0.0
H 0.0 0.0 0.0
C 0.0 0.0 0.0
C -0.1 0.0 0.1
C 0.1 0.2 0.0
C 0.0 0.0 0.1
C -0.1 -0.1 0.1
C 0.1 0.1 0.0
N 0.0 0.0 0.0
O 0.1 0.0 0.1
O 0.0 0.0 0.0
H 0.0 0.0 0.0
H 0.0 0.0 0.0
H 0.0 -0.1 -0.1
H 0.0 0.0 -0.1
H 0.0 0.0 0.0
C 0.0 0.0 0.0
C -0.1 0.0 0.0
C 0.1 0.0 -0.1
C 0.0 0.0 -0.1
C -0.2 0.1 0.0
C 0.1 0.0 0.0
N 0.0 0.0 0.0
O 0.0 0.0 0.0
O 0.0 0.0 0.0
H 0.0 0.0 0.0
H 0.0 0.0 0.0
H 0.0 0.0 0.1
H 0.0 -0.1 0.1
H 0.0 0.0 0.0
C 0.0 0.0 0.0
C 0.0 0.1 0.0
C 0.2 -0.1 0.0
C 0.0 0.0 0.0
C -0.1 0.1 -0.1
C 0.1 0.0 0.0
N -0.2 -0.1 0.1
O 0.0 0.0 0.0
O 0.2 0.3 0.0
H 0.0 0.0 0.0
H 0.0 0.0 0.0
H -0.1 0.0 0.0
H 0.0 -0.1 0.1
H 0.0 0.0 0.0
C 0.0 0.0 0.0
C -0.1 0.0 0.0
C 0.2 0.0 0.0
C 0.0 0.0 0.0
C -0.1 0.1 -0.1
C 0.1 0.0 0.0
N 0.0 -0.1 0.0
O 0.0 0.0 0.0
O 0.0 0.0 0.0
H 0.0 0.0 0.0
H 0.0 0.0 0.0
H -0.1 0.0 0.0
H 0.0 -0.1 0.1
H 0.0 0.0 0.0

No. 2
This record from the OMol25 dataset describes C55H55AlN3O4Sb as an isolated structure in a non-equilibrium geometry. The level of theory is wB97M-V/def2-TZVPD.

Gap between HOMO and LUMO: 6.594 eV
Lowest unoccupied orbital energy: -0.70 eV
Total charge: 0

Positions of all 119 atoms, in Å:
Al1 -0.74637 -0.51473 0.57004
C1 -2.47817 2.95937 2.34174
C2 -2.26677 1.58357 1.66194
N1 -1.02627 0.88707 1.93564
C3 -0.06647 1.58607 2.65164
C4 -0.46007 2.59507 3.64794
C5 -1.63737 3.22397 3.52594
C6 0.43393 2.76057 4.78734
C7 1.70613 2.35847 4.78774
C8 2.30733 1.84437 3.52984
C9 1.26823 1.39747 2.54464
N2 1.11213 -0.91533 2.35034
C10 1.08293 -2.22493 2.62124
C11 2.11593 -3.05153 3.04234
C12 1.81893 -4.29303 3.59874
C13 0.52253 -4.73363 3.75204
C14 -0.54457 -3.97613 3.23684
C15 -1.90927 -4.32053 3.34634
C16 -2.86197 -3.50293 2.78954
C17 -2.46177 -2.38823 2.05064
N3 -1.19777 -2.02483 1.93914
C18 -0.25117 -2.75033 2.57924
H1 -3.53807 3.12187 2.55704
H2 -3.10067 0.88747 1.81414
H3 -1.98677 3.93237 4.26554
H4 0.00053 3.22077 5.66484
H5 2.34023 2.47367 5.65324
H6 2.99453 2.59977 3.13264
H7 3.13343 -2.69793 2.98964
H8 2.63053 -4.89993 3.97394
H9 0.31883 -5.66203 4.26204
H10 -2.19667 -5.21673 3.87634
H11 -3.91287 -3.72793 2.88244
H12 -3.17487 -1.77033 1.51844
C19 1.98223 4.52937 -2.16936
C20 1.75893 3.55447 -1.01426
C21 2.42823 4.03217 0.28224
O1 0.37723 3.40197 -0.82686
C22 0.13593 2.05927 -0.45226
C23 1.26633 1.29037 -1.17176
O2 2.26113 2.27487 -1.37396
C24 1.85513 0.01617 -0.46856
O3 0.76923 -0.80773 -0.17086
C25 2.77003 -0.70863 -1.46456
C26 3.16373 -2.00783 -1.16066
C27 3.99313 -2.71573 -2.01226
C28 4.45563 -2.13133 -3.17896
C29 4.08363 -0.83463 -3.48096
C30 3.24933 -0.12673 -2.63186
C31 2.69293 0.25987 0.79154
C32 2.04353 0.15857 2.15064
C33 2.97833 0.43847 3.37924
C34 4.43403 0.43257 3.10764
C35 4.88753 0.54827 1.85694
C36 4.00583 0.52897 0.71054
C37 -1.35337 1.69807 -0.77226
O4 -1.57337 0.31707 -0.69396
C38 -1.61677 2.19647 -2.18096
C39 -1.81057 3.55047 -2.42726
C40 -1.89977 4.01497 -3.72596
C41 -1.80267 3.13527 -4.79146
C42 -1.66917 1.77907 -4.54996
C43 -1.57447 1.31317 -3.25016
C44 -2.32917 2.30347 0.27084
C45 -3.70257 2.19107 -0.30496
C46 -4.54787 3.21697 -0.40346
C47 -4.17057 4.55517 -0.00136
C48 -3.00487 4.77607 0.60864
C49 -2.10677 3.65337 0.99314
H13 1.56343 5.49667 -1.91006
H14 1.47333 4.14537 -3.05026
H15 3.04533 4.61877 -2.36846
H16 2.12283 5.05297 0.49664
H17 3.50733 3.97957 0.18124
H18 2.11823 3.38667 1.10024
H19 0.31723 1.96307 0.61374
H20 0.88583 0.93847 -2.14436
H21 2.80803 -2.46253 -0.24636
H22 4.28083 -3.72693 -1.76466
H23 5.10803 -2.67833 -3.84346
H24 4.44483 -0.36253 -4.38336
H25 3.00083 0.89127 -2.88006
H26 0.16943 -0.54263 2.33804
H27 2.71213 -0.20913 4.21664
H28 5.10113 0.36307 3.95664
H29 5.95043 0.57827 1.65774
H30 4.45943 0.67357 -0.25806
H31 -1.87197 4.23717 -1.60006
H32 -2.02977 5.07287 -3.90396
H33 -1.83597 3.50547 -5.80576
H34 -1.61947 1.08107 -5.37426
H35 -1.46697 0.25487 -3.04876
H36 -3.96827 1.20597 -0.66086
H37 -5.52687 3.07537 -0.83566
H38 -4.84107 5.36707 -0.24796
H39 -2.69177 5.77177 0.88624
H40 -1.06127 3.96547 0.98864
C50 -4.36257 -3.13563 -2.08476
C51 -3.01257 -3.08943 -2.77176
Sb1 -1.41737 -2.63633 -1.31636
C52 -1.41647 -4.61883 -0.32716
C53 -1.48437 -5.88913 -1.15086
C54 0.24223 -2.83503 -2.72876
C55 0.17373 -3.94563 -3.75876
H41 -5.15437 -3.37363 -2.79486
H42 -4.58887 -2.17283 -1.62906
H43 -4.36617 -3.89543 -1.30456
H44 -2.99797 -2.31133 -3.53446
H45 -2.79627 -4.04153 -3.25096
H46 -2.28227 -4.58033 0.33694
H47 -0.52677 -4.62783 0.30504
H48 -2.28277 -5.84643 -1.88686
H49 -1.67547 -6.74053 -0.49606
H50 -0.54717 -6.07063 -1.66616
H51 1.13273 -2.94373 -2.11496
H52 0.30853 -1.86423 -3.22106
H53 0.20643 -4.92013 -3.28126
H54 1.02753 -3.87313 -4.43226
H55 -0.73337 -3.88533 -4.35466

Atomic forces in eV per Å
Al -0.3 0.4 0.4
C 0.0 -0.1 0.0
C -0.4 -0.3 -0.1
N 0.6 -0.2 -0.1
C 0.5 0.0 -0.3
C -0.7 0.2 -0.1
C 0.3 -0.2 0.1
C 0.3 0.0 0.4
C 0.0 0.0 0.0
C -0.2 0.1 -0.1
C -0.3 0.1 0.4
N -0.7 0.1 0.0
C 0.4 -0.2 0.2
C -0.1 0.5 -0.4
C -0.5 -0.3 0.1
C 0.4 -0.2 0.1
C 0.0 0.5 -0.3
C 0.0 0.3 -0.2
C 0.1 -0.2 0.2
C 0.0 0.2 0.0
N -0.4 0.0 -0.3
C 0.4 -0.9 0.4
H 0.1 0.0 -0.1
H -0.1 0.1 0.0
H 0.1 0.0 0.1
H 0.0 0.1 0.1
H 0.0 0.1 0.2
H 0.0 0.0 -0.1
H 0.1 0.1 0.1
H 0.0 -0.1 0.0
H -0.1 -0.1 0.0
H 0.0 -0.1 0.0
H -0.1 0.0 0.0
H -0.1 -0.1 0.0
C -0.2 -0.5 0.3
C 0.5 0.7 0.1
C -0.3 -0.3 -0.4
O 0.0 0.1 -0.1
C 0.3 -0.3 0.4
C -0.4 -0.3 -0.2
O 0.0 0.1 0.0
C -0.1 0.4 -0.2
O 0.7 -0.5 -0.3
C -0.1 0.0 -0.1
C 0.0 0.0 0.0
C -0.1 -0.1 0.2
C 0.1 0.0 -0.1
C 0.1 -0.1 -0.1
C -0.1 0.0 0.1
C 0.5 0.0 0.0
C 0.1 0.0 -0.1
C 0.0 0.0 0.0
C 0.1 0.0 0.0
C 0.3 0.0 0.6
C -0.6 0.0 -0.1
C 0.2 0.5 -0.1
O -0.6 0.2 -0.5
C -0.1 -0.2 0.0
C 0.0 -0.1 -0.2
C 0.0 0.1 0.1
C -0.1 -0.1 -0.2
C 0.1 0.0 -0.2
C 0.0 -0.1 0.2
C 0.1 -0.1 -0.2
C -0.2 0.1 0.2
C -0.1 -0.5 0.0
C 0.3 0.4 0.2
C 0.0 0.2 0.0
C -0.1 0.2 0.0
H 0.0 0.2 0.0
H 0.0 0.0 -0.1
H 0.1 0.1 0.0
H 0.0 0.1 0.0
H 0.2 0.0 0.0
H 0.0 -0.1 0.1
H 0.0 0.2 -0.2
H 0.1 0.0 0.1
H -0.1 -0.1 0.1
H 0.0 -0.1 0.0
H 0.0 -0.1 -0.1
H 0.0 0.0 -0.1
H -0.1 0.1 0.0
H 0.4 0.0 1.0
H -0.1 0.0 0.0
H 0.2 0.0 0.0
H 0.1 0.0 0.1
H 0.0 -0.1 -0.1
H 0.0 0.1 0.0
H 0.0 0.1 0.0
H -0.1 0.0 -0.1
H 0.0 0.0 -0.1
H 0.0 0.0 0.0
H -0.1 -0.1 -0.1
H -0.1 -0.1 -0.1
H 0.0 0.1 0.1
H -0.1 0.2 0.0
H 0.0 -0.1 0.1
C 0.0 0.0 0.0
C 0.4 0.3 0.5
Sb 0.0 -1.4 -1.0
C 0.0 0.6 -0.2
C 0.0 0.1 0.0
C -0.3 0.1 0.4
C -0.1 0.1 0.1
H -0.1 0.0 0.0
H -0.1 0.0 0.1
H -0.1 -0.1 0.1
H 0.1 0.0 0.0
H 0.2 0.0 0.0
H 0.0 0.1 0.1
H 0.0 0.1 0.1
H -0.1 -0.1 -0.1
H 0.0 -0.1 0.0
H 0.1 -0.1 -0.1
H 0.0 0.1 0.0
H 0.1 0.1 0.1
H 0.0 -0.1 -0.1
H 0.0 0.0 -0.1
H -0.1 -0.1 -0.1

no.,M (g mol⁻¹)
1,1245.5
2,970.8